{
  "formula": "C20H14FeN5O4S",
  "method": "the ωB97M-V functional and the def2-TZVPD basis",
  "gap_ev": [6.85, 6.84],
  "fmax_ev_per_a": 2.95,
  "lumo_energy_ev": [2.0, 2.0],
  "e_tot_ha": -3007.29837,
  "e_above_lowest_kj_mol": 0.00,
  "s2": 6.01,
  "homo_ev": [-4.87, -4.89],
  "charge": -1,
  "spin_multiplicity": 5,
  "symbols": ["Fe", "S", "O", "O", "O", "O", "N", "N", "N", "N", "N", "C", "C", "C", "C", "C", "C", "C", "C", "C", "C", "C", "C", "C", "C", "C", "C", "C", "C", "C", "C", "H", "H", "H", "H", "H", "H", "H", "H", "H", "H", "H", "H", "H", "H"],
  "coordinates": [[1.923, -0.800, -1.954], [0.698, -2.683, -2.789], [3.532, 2.355, -4.124], [2.747, 0.312, -3.649], [1.917, -1.249, 0.096], [2.135, -0.390, 2.176], [2.656, 0.882, -1.062], [-2.946, -3.253, -1.095], [-1.729, -3.307, -1.886], [-0.229, -0.259, -1.371], [-1.054, -1.171, -1.183], [-4.096, -2.803, 0.939], [-0.562, 3.208, 0.935], [3.558, 3.059, -1.305], [3.141, 2.110, 0.880], [-1.714, -3.068, 0.976], [-0.818, 0.793, 0.760], [-2.901, -3.053, 0.258], [-0.154, 2.099, -1.146], [-0.836, 1.970, 1.499], [-1.739, -2.866, 2.336], [-0.306, 3.288, -0.396], [3.540, 3.197, 0.101], [2.231, -0.356, 0.933], [-2.920, -2.651, 3.057], [-4.073, -2.537, 2.319], [3.148, 1.481, -3.358], [2.716, 0.958, 0.243], [-0.450, 0.874, -0.591], [3.113, 1.860, -1.858], [-0.800, -2.449, -1.917], [-0.989, -0.163, 1.242], [-0.100, 4.236, -0.846], [3.190, 2.185, 1.941], [3.840, 4.088, 0.582], [-0.825, -2.840, 2.901], [0.199, 2.078, -2.139], [-0.536, 4.069, 1.541], [-3.545, -4.017, -1.369], [-1.020, 1.869, 2.591], [-5.052, -2.820, 0.339], [-2.896, -2.560, 4.178], [-5.041, -2.300, 2.778], [-0.820, -3.191, 0.439], [3.866, 3.813, -2.000]],
  "forces_ev_per_angstrom": [[-0.703, -0.397, -0.553], [-0.125, -0.086, -0.021], [0.183, 0.099, -0.103], [-0.359, -0.634, 0.905], [0.060, -0.593, -0.300], [0.314, 0.106, -1.584], [1.077, 0.655, -1.062], [1.642, 0.772, -2.332], [-1.569, -1.858, 0.374], [-0.463, -1.965, -0.363], [0.534, -0.149, -0.365], [-0.563, 0.094, -0.226], [-0.501, -1.012, 0.340], [-0.449, -0.587, 0.501], [0.313, 0.650, -0.581], [-0.850, 0.397, 0.507], [0.127, 0.427, -0.097], [-0.438, 0.296, 1.321], [-0.582, 0.784, 0.949], [-0.157, -0.940, 1.263], [0.012, 0.018, 0.914], [0.812, -1.095, -1.459], [-0.423, -1.456, -1.249], [-0.138, 1.033, 1.615], [0.617, 0.264, 0.616], [-1.627, -0.566, -0.611], [-0.166, 0.851, 0.115], [-0.407, -0.651, 1.175], [-0.338, 0.993, 1.279], [0.030, -0.283, 0.527], [-0.066, 1.922, 0.563], [0.004, 0.048, -0.165], [0.136, 0.371, -0.311], [-0.154, -0.233, 0.579], [0.334, 0.877, 0.283], [0.441, -0.173, -0.050], [0.248, 0.362, -1.098], [-0.105, 0.948, 0.637], [0.289, 0.039, -0.225], [0.108, 0.242, -0.905], [1.095, 0.263, 0.891], [-0.079, 0.101, -1.396], [0.459, -0.147, 0.032], [1.181, -0.216, -0.263], [0.246, 0.425, -0.062]],
  "lowdin_spin": [3.72, 0.03, 0.01, 0.06, 0.07, 0.01, 0.03, 0.00, 0.01, 0.03, 0.01, 0.00, 0.00, 0.00, 0.00, 0.00, 0.00, 0.00, 0.00, 0.00, 0.00, 0.00, 0.00, 0.01, 0.00, 0.00, 0.01, 0.00, 0.00, 0.00, 0.00, 0.00, 0.00, 0.00, 0.00, 0.00, 0.00, 0.00, 0.00, 0.00, 0.00, 0.00, 0.00, 0.00, 0.00]
}

---

{
  "formula": "C13H18F16O6PS",
  "method": "the ωB97M-V functional and the def2-TZVPD basis",
  "gap_ev": 6.59,
  "fmax_ev_per_a": 2.04,
  "lumo_energy_ev": 2.2,
  "e_tot_ha": -3294.99638,
  "homo_ev": -4.36,
  "charge": -1,
  "symbols": ["S", "P", "F", "F", "F", "F", "F", "F", "F", "F", "F", "F", "F", "F", "F", "F", "F", "F", "O", "O", "O", "O", "O", "O", "C", "C", "C", "C", "C", "C", "C", "C", "C", "C", "C", "C", "C", "H", "H", "H", "H", "H", "H", "H", "H", "H", "H", "H", "H", "H", "H", "H", "H", "H", "H"],
  "coordinates": [[-1.632, -2.472, -0.343], [0.490, -2.104, -0.992], [-8.297, 3.002, -2.727], [-2.642, 0.983, -4.407], [5.567, 1.442, 1.343], [-6.068, 0.320, -4.490], [4.890, 1.129, 3.922], [-6.810, 4.746, -4.121], [7.311, 0.513, 4.486], [6.824, -2.222, 3.910], [-6.570, 1.691, -2.422], [8.589, -0.964, 5.476], [-4.449, -0.981, -3.804], [-4.031, 1.461, -2.812], [6.473, -2.510, 6.050], [6.636, -0.297, 2.131], [3.287, 0.552, 2.576], [-6.947, 2.757, -5.021], [-2.100, -3.712, -0.921], [1.088, -2.640, 0.498], [-4.250, 2.392, -4.834], [4.392, -1.027, 3.585], [0.216, -0.498, -0.382], [-1.836, -2.417, 1.097], [4.501, 0.206, 3.017], [5.419, 0.178, 1.797], [-4.747, 0.061, -4.593], [0.804, -0.281, 0.829], [6.380, -1.614, 5.026], [4.884, -1.285, 4.877], [-6.941, 2.957, -2.672], [-3.923, 1.263, -4.133], [-2.642, -1.137, -0.995], [7.326, -0.472, 5.404], [-4.861, 3.485, -4.190], [1.171, -1.633, 1.439], [-6.389, 3.452, -4.011], [7.054, -0.061, 6.380], [4.984, -0.450, 1.018], [2.061, -1.632, 2.022], [-4.359, 3.719, -3.254], [1.789, -1.709, -1.483], [1.665, 0.329, 0.715], [-6.601, 3.603, -1.857], [-2.130, -0.673, -1.784], [4.582, -0.506, 5.575], [0.142, 0.153, 1.536], [-4.677, 4.320, -4.860], [-0.091, -1.723, -2.270], [-2.790, -0.458, -0.210], [4.365, -2.190, 5.177], [0.558, -3.430, -1.496], [-3.546, -1.578, -1.312], [0.396, -1.857, 2.141], [-4.515, -0.182, -5.632]],
  "forces_ev_per_angstrom": [[0.133, -0.319, 0.656], [0.868, 0.300, -1.825], [0.093, 0.001, 0.024], [0.297, -0.089, -0.004], [0.038, 0.078, -0.079], [0.031, -0.125, -0.077], [-0.037, 0.203, -0.096], [-0.009, 0.157, 0.095], [0.148, -0.075, 0.149], [0.096, -0.123, 0.055], [-0.164, 0.129, 0.089], [-0.094, 0.057, 0.005], [-0.026, -0.225, 0.064], [0.083, -0.103, 0.151], [-0.007, -0.006, 0.198], [0.012, 0.061, -0.139], [-0.264, 0.309, -0.018], [-0.125, 0.094, -0.048], [-0.550, -0.826, -1.122], [0.381, 0.016, -0.677], [-0.525, -0.016, -0.231], [0.457, -0.357, -0.125], [-0.672, -0.375, -0.833], [-0.004, 0.497, 0.990], [-0.088, -0.090, 0.241], [0.049, -0.003, -0.249], [-0.025, -0.203, -0.135], [0.702, -0.875, 0.352], [-0.207, 0.030, -0.540], [-0.381, -0.068, 0.409], [-0.110, 0.107, 0.153], [0.074, 0.180, 0.051], [0.551, -0.922, 0.262], [0.135, 0.025, 0.175], [0.329, 0.439, 0.091], [-1.388, -0.223, 0.678], [0.229, -0.401, -0.311], [0.010, -0.001, -0.023], [-0.030, 0.025, 0.013], [1.339, -0.018, 0.040], [-0.132, -0.050, 0.169], [0.040, -0.179, 0.030], [0.983, 0.866, -0.105], [-0.012, -0.019, -0.015], [0.626, 0.612, -1.198], [0.170, 0.116, 0.061], [-0.829, 0.935, 0.535], [-0.064, 0.075, -0.088], [-0.224, 0.310, 0.333], [-0.200, 0.939, 1.056], [0.026, -0.132, 0.011], [-0.037, -0.210, 0.348], [-1.074, -0.473, -0.393], [-0.665, -0.088, 0.836], [0.047, 0.035, 0.010]],
  "mulliken_charge": [1.14, -0.24, -0.28, -0.33, -0.27, -0.23, -0.31, -0.34, -0.21, -0.26, -0.19, -0.28, -0.20, -0.27, -0.33, -0.24, -0.26, -0.28, -0.76, -0.48, -0.42, -0.35, -0.49, -0.74, 0.68, 0.30, 0.19, -0.18, 0.86, -0.76, 0.09, 0.84, -1.17, 0.11, -0.68, -0.21, 0.85, 0.29, 0.28, 0.09, 0.34, 0.04, 0.23, 0.29, 0.25, 0.32, 0.28, 0.39, 0.01, 0.40, 0.44, 0.05, 0.47, 0.31, 0.23]
}

---

{
  "formula": "C6H10N2O3",
  "method": "the ωB97M-V functional and the def2-TZVPD basis",
  "gap_ev": 8.18,
  "fmax_ev_per_a": 6.45,
  "lumo_energy_ev": -0.5,
  "e_tot_ha": -569.64124,
  "e_above_lowest_kj_mol": 702.30,
  "homo_ev": -8.68,
  "charge": 0,
  "symbols": ["O", "O", "O", "N", "N", "C", "C", "C", "C", "C", "C", "H", "H", "H", "H", "H", "H", "H", "H", "H", "H"],
  "coordinates": [[0.657, -0.527, -2.655], [-1.058, 0.155, 1.050], [2.562, 0.218, -1.896], [1.382, -0.160, -1.733], [0.096, 0.845, 1.611], [2.514, 0.965, 1.217], [1.131, 0.605, 0.776], [-0.715, -0.422, -0.359], [0.736, -0.087, -0.506], [-1.507, 0.367, -1.388], [-0.873, -1.895, -0.289], [-1.327, 1.424, -1.212], [-0.491, -2.300, -1.291], [-0.200, -2.207, 0.471], [-2.518, 0.020, -1.354], [2.404, 1.922, 1.609], [-1.874, -2.249, -0.217], [2.932, 0.317, 2.009], [0.088, 0.612, 2.580], [3.153, 1.010, 0.323], [-1.190, 0.257, -2.342]],
  "forces_ev_per_angstrom": [[1.005, -0.606, -0.370], [0.368, -0.083, -0.994], [-1.143, -0.521, 0.569], [0.902, 1.028, -0.456], [-1.090, -1.428, -2.977], [-0.107, -0.968, -1.143], [0.628, -2.510, -3.280], [0.259, 1.690, 0.304], [0.775, 2.700, 5.810], [-1.001, 0.278, 2.924], [0.695, -0.435, -2.521], [-0.680, 0.202, 0.475], [-0.389, 0.489, 1.346], [0.172, -0.816, 0.776], [-0.984, 0.488, 0.180], [0.273, 1.876, 0.870], [-0.859, -0.203, 0.529], [-0.341, 0.046, -0.557], [0.518, -0.066, 0.738], [-0.068, -0.209, 0.511], [1.066, -0.951, -2.734]],
  "mulliken_charge": [-0.65, -0.43, -0.68, 0.93, -0.15, -1.28, 0.43, 1.43, -0.16, -1.61, -1.48, 0.35, 0.30, 0.38, 0.39, 0.43, 0.43, 0.31, 0.28, 0.30, 0.49]
}

---

{
  "formula": "C14H25N6O6SeV",
  "method": "the ωB97M-V functional and the def2-TZVPD basis",
  "gap_ev": [6.31, 6.87],
  "fmax_ev_per_a": 0.80,
  "lumo_energy_ev": [0.1, 0.1],
  "e_tot_ha": -4674.05118,
  "e_above_lowest_kj_mol": 7.53,
  "s2": 2.10,
  "homo_ev": [-6.16, -6.73],
  "charge": 0,
  "spin_multiplicity": 3,
  "symbols": ["Se", "V", "O", "O", "O", "O", "O", "O", "N", "N", "N", "N", "N", "N", "C", "C", "C", "C", "C", "C", "C", "C", "C", "C", "C", "C", "C", "C", "H", "H", "H", "H", "H", "H", "H", "H", "H", "H", "H", "H", "H", "H", "H", "H", "H", "H", "H", "H", "H", "H", "H", "H", "H"],
  "coordinates": [[-2.280, 0.459, -2.278], [-1.557, 0.057, -0.056], [-0.439, -1.713, -0.274], [0.745, -3.432, -1.088], [-0.107, 1.376, 0.269], [5.564, 2.081, 0.682], [1.242, 3.131, 0.451], [3.830, 3.410, 0.311], [2.837, -0.664, 2.123], [1.319, -2.450, -3.292], [-3.305, -1.312, 0.229], [-3.073, 1.483, 0.674], [-1.432, -0.084, 2.255], [1.689, -0.105, 1.728], [4.371, 2.275, 0.707], [2.834, -0.861, -2.411], [2.664, -1.844, -3.559], [3.915, 0.074, 1.818], [-4.408, -0.622, 0.906], [2.041, 1.041, 1.170], [-2.669, 2.018, 1.976], [3.451, 1.212, 1.199], [1.428, -0.286, -2.258], [0.985, 1.933, 0.575], [0.248, -2.290, -1.146], [0.518, -1.497, -2.442], [-4.402, 0.867, 0.561], [-2.295, 0.895, 2.937], [-2.983, 2.189, -0.052], [-1.464, -0.983, 2.721], [-1.800, 2.652, 1.799], [3.136, -1.389, -1.504], [1.250, 0.175, -1.291], [3.589, -0.108, -2.632], [-0.452, 0.192, 2.282], [2.608, -1.322, -4.514], [-3.484, -1.435, -0.764], [-3.455, 2.637, 2.426], [-5.138, 1.391, 1.182], [1.214, 0.462, -3.022], [2.837, 3.396, 0.406], [-0.432, -1.241, -2.910], [-4.691, 0.972, -0.483], [2.811, -1.560, 2.574], [3.412, -2.631, -3.620], [4.924, -0.230, 2.044], [-3.197, 0.384, 3.272], [-5.384, -1.034, 0.635], [-1.826, 1.315, 3.829], [-3.092, -2.213, 0.640], [-4.293, -0.777, 1.979], [0.826, -2.716, -4.138], [1.367, -3.276, -2.630]],
  "forces_ev_per_angstrom": [[0.048, -0.067, 0.344], [-0.463, -0.453, -0.472], [-0.141, 0.170, 0.342], [-0.097, 0.100, 0.053], [-0.102, 0.227, 0.086], [-0.047, 0.010, 0.026], [0.022, 0.149, -0.129], [0.058, 0.109, -0.027], [0.010, -0.075, 0.033], [0.114, -0.070, -0.144], [0.239, 0.163, -0.091], [0.240, -0.047, -0.084], [0.057, -0.051, -0.024], [-0.097, 0.024, 0.035], [0.080, -0.065, -0.028], [0.018, -0.028, -0.018], [-0.027, 0.013, -0.021], [0.039, 0.036, -0.031], [-0.006, 0.002, 0.092], [0.091, 0.031, -0.199], [-0.051, 0.027, 0.054], [0.006, -0.055, 0.070], [-0.043, 0.005, 0.094], [0.133, -0.116, 0.243], [0.123, 0.145, -0.141], [0.062, -0.121, 0.027], [-0.038, 0.001, 0.034], [-0.068, -0.007, -0.052], [0.025, 0.005, 0.015], [-0.066, -0.062, -0.060], [0.010, 0.013, -0.012], [0.000, -0.001, 0.002], [0.015, -0.009, -0.048], [-0.006, 0.003, -0.002], [0.066, -0.016, 0.033], [0.022, -0.003, -0.001], [-0.057, -0.015, -0.051], [-0.006, 0.006, 0.010], [-0.003, -0.013, 0.008], [-0.018, -0.003, 0.000], [-0.094, -0.012, -0.003], [-0.043, 0.036, 0.032], [-0.017, 0.027, -0.036], [0.008, -0.060, 0.031], [0.008, 0.000, 0.015], [-0.040, 0.018, -0.010], [0.016, -0.024, 0.010], [-0.020, -0.005, -0.008], [0.028, 0.047, 0.001], [-0.003, -0.020, 0.022], [0.021, 0.008, -0.012], [0.012, 0.007, -0.050], [-0.014, 0.018, 0.043]],
  "lowdin_spin": [-0.17, 2.08, 0.02, 0.01, 0.03, 0.00, 0.01, 0.00, 0.00, 0.00, 0.00, 0.00, 0.00, 0.00, 0.00, 0.00, 0.00, 0.00, 0.00, 0.00, 0.00, 0.00, 0.00, 0.01, 0.01, 0.00, 0.00, 0.00, 0.00, 0.00, 0.00, 0.00, 0.00, 0.00, 0.00, 0.00, 0.00, 0.00, 0.00, 0.00, 0.00, 0.00, 0.00, 0.00, 0.00, 0.00, 0.00, 0.00, 0.00, 0.00, 0.00, 0.00, 0.00]
}

---

{
  "formula": "C16H10F3MnN2O4",
  "method": "the ωB97M-V functional and the def2-TZVPD basis",
  "gap_ev": [7.69, 7.82],
  "fmax_ev_per_a": 0.58,
  "lumo_energy_ev": [-1.0, -1.0],
  "e_tot_ha": -2476.87962,
  "e_above_lowest_kj_mol": 0.00,
  "s2": 6.05,
  "homo_ev": [-8.74, -8.86],
  "charge": 0,
  "spin_multiplicity": 5,
  "symbols": ["Mn", "F", "F", "F", "O", "O", "O", "O", "N", "N", "C", "C", "C", "C", "C", "C", "C", "C", "C", "C", "C", "C", "C", "C", "C", "C", "H", "H", "H", "H", "H", "H", "H", "H", "H", "H"],
  "coordinates": [[0.037, -0.911, 1.049], [-4.460, -2.118, 0.210], [-4.260, -1.857, 2.353], [-3.498, -3.655, 1.399], [0.708, -2.527, 0.538], [-0.043, 0.863, 1.618], [-1.506, -1.710, 2.068], [-1.971, -1.148, -0.015], [0.818, 1.364, -0.460], [0.876, -0.041, -0.482], [1.189, -2.929, -0.635], [-0.325, 4.936, 2.501], [-0.047, 4.059, -0.122], [2.238, -3.869, -3.064], [0.040, 3.153, 0.931], [1.351, -0.613, -1.523], [-0.273, 5.400, 0.141], [1.916, -4.750, -2.027], [-3.661, -2.331, 1.253], [2.034, -2.523, -2.877], [1.511, -2.035, -1.669], [1.399, -4.295, -0.833], [-0.409, 5.840, 1.451], [-0.106, 3.591, 2.243], [0.292, 1.721, 0.664], [-2.287, -1.664, 1.061], [2.073, -5.814, -2.161], [-0.586, 6.889, 1.653], [2.276, -1.817, -3.663], [-0.053, 2.875, 3.051], [1.653, 0.043, -2.337], [1.145, -4.972, -0.029], [2.641, -4.240, -3.996], [-0.433, 5.280, 3.522], [-0.346, 6.105, -0.678], [0.064, 3.702, -1.137]],
  "forces_ev_per_angstrom": [[-0.480, -0.193, -0.226], [0.026, -0.026, 0.074], [0.010, -0.071, -0.108], [-0.051, 0.103, -0.012], [0.223, -0.251, -0.219], [0.032, 0.276, -0.271], [0.170, 0.155, -0.148], [-0.054, -0.048, 0.005], [0.000, -0.571, -0.073], [0.066, 0.475, 0.269], [-0.167, 0.067, 0.474], [0.001, -0.021, -0.028], [0.055, 0.077, -0.015], [-0.016, 0.031, 0.028], [0.076, -0.068, 0.036], [0.156, -0.106, -0.232], [-0.002, -0.034, -0.010], [-0.014, -0.059, 0.029], [-0.033, 0.015, 0.041], [0.012, -0.067, -0.052], [0.028, 0.322, -0.150], [0.049, -0.111, -0.131], [0.000, -0.007, 0.016], [-0.064, 0.045, 0.033], [-0.217, 0.122, 0.412], [0.167, 0.008, 0.253], [-0.001, 0.018, -0.001], [0.005, -0.010, -0.003], [-0.002, -0.009, 0.020], [0.009, 0.002, -0.014], [0.019, -0.045, -0.010], [0.008, 0.003, -0.007], [-0.006, -0.005, 0.009], [-0.002, -0.011, -0.004], [-0.001, -0.010, 0.003], [-0.006, 0.004, 0.012]],
  "lowdin_spin": [3.78, 0.00, 0.00, 0.00, 0.06, 0.04, 0.02, 0.07, 0.00, -0.04, 0.01, 0.00, 0.00, 0.00, 0.00, 0.03, 0.00, 0.01, 0.00, 0.01, 0.01, 0.00, 0.00, 0.00, 0.01, 0.01, 0.00, 0.00, 0.00, 0.00, 0.00, 0.00, 0.00, 0.00, 0.00, 0.00]
}